Below is an isolated molecule of C11H17N5O4, with properties calculated with ωB97M-V/def2-TZVPD.

Positions of all 37 atoms, in Å:
1 C -2.02114 0.11912 -0.84380
2 C -0.43953 0.32143 -0.32491
3 C -2.54020 1.60576 -0.43722
4 C -3.84254 1.96223 -0.87343
5 C -4.81288 3.19339 -0.46175
6 C 1.54573 -0.86947 0.21839
7 C 1.70411 -1.70161 -1.10703
8 C 2.20325 -1.42173 1.40292
9 C 3.75282 -1.61414 1.39682
10 C 4.80896 -0.76111 1.22636
11 C 5.43315 -2.94987 1.74293
12 H -3.74570 -0.87877 -0.02403
13 H -2.70544 -0.64885 1.09547
14 H -2.19984 -0.06286 -1.93448
15 H -1.88489 2.38466 -0.97330
16 H -2.46831 1.69544 0.59004
17 H -4.51208 1.06141 -0.57736
18 H -3.93481 1.86859 -1.82518
19 H -3.54274 4.50158 -1.66533
20 H -5.15191 5.02231 -0.67174
21 H -0.33480 -1.60442 0.07648
22 H 1.99665 0.16353 -0.11415
23 H 1.90299 -0.62588 2.25482
24 H 1.80506 -2.41155 1.56993
25 H 4.83935 0.25626 0.46208
26 H 6.04424 -3.84195 2.33686
27 H 6.83721 -1.27420 1.79681
28 H 0.77939 -2.49552 -2.86943
29 N -2.76007 -0.93654 0.09259
30 N -4.59729 4.27665 -1.22608
31 N 0.12304 -0.65416 0.42042
32 N 4.07239 -2.86118 1.73752
33 N 5.88721 -1.60816 1.42031
34 O 0.04220 1.43938 -0.76979
35 O -5.62720 3.32050 0.44511
36 O 2.75386 -1.70526 -1.83699
37 O 0.58977 -2.26504 -1.74986

F_max (hartree/bohr): 0.17176
SMILES string: NC(=O)CC[C@H](N)C(=O)N[C@@H](Cc1c[nH]cn1)C(=O)O
2S+1: 1
HOMO (eV): -8.93
Electronic energy (eV): -27317.630
Orbital gap (Eh): 0.33702

=====

Below is a cluster of 2 separate species, C5H12N2 in total, with properties calculated with ωB97M-V/def2-TZVPD.

Positions of all 19 atoms, in Å:
1 C -0.46627 1.05537 1.59523
2 C 0.03649 -0.18241 1.47466
3 C -0.62954 -1.58366 1.56935
4 C -0.98274 0.79374 -1.73287
5 C 0.23971 -0.06120 -1.47250
6 N 2.53521 -0.02100 -0.88170
7 N 1.43243 0.46384 -1.29225
8 H 0.12764 1.89444 1.64514
9 H -1.47256 1.44377 1.50896
10 H 0.03695 -2.22562 0.90931
11 H -0.45864 -1.94827 2.62141
12 H -1.70845 -1.64156 1.37065
13 H -1.96889 0.40746 -1.74789
14 H -0.87263 1.55424 -0.94731
15 H -1.10914 1.17839 -2.77677
16 H 0.13072 -1.17701 -1.46135
17 H 1.11041 -0.32430 1.67050
18 H 2.51779 -1.10258 -0.86915
19 H 1.50152 1.47634 -1.18342

F_max (hartree/bohr): 0.07158
2S+1: 1
HOMO (alpha / beta) (eV): -7.33 / -7.33
Electronic energy (eV): -8355.503
Orbital gap (alpha / beta) (Eh): 0.30642 / 0.30639

=====

Below is a cluster of 2 separate species, C5H14NO2 in total, with properties calculated with ωB97M-V/def2-TZVPD.

Positions of all 22 atoms, in Å:
1 C 1.73747 1.14135 -0.43976
2 N 1.08618 -0.10818 -0.15008
3 C 0.94919 -0.89598 -1.35842
4 C -1.13041 1.04958 -0.18803
5 C -0.23073 0.06511 0.53891
6 C 0.07062 0.67717 1.99084
7 O 0.14648 2.01083 2.03980
8 H 1.72895 1.82480 0.40786
9 H 1.22414 1.74777 -1.21427
10 H 2.72746 0.90877 -0.83070
11 H 0.24704 -0.45718 -2.10156
12 H 1.88208 -0.89805 -1.91550
13 H 0.59288 -1.87794 -1.09030
14 H -2.08863 1.05282 0.30363
15 H -0.67239 2.02916 -0.10549
16 H -1.25728 0.77635 -1.24177
17 H -0.69318 -0.91199 0.66761
18 H -0.76939 0.22429 2.60339
19 H 1.00391 0.14852 2.30551
20 H -1.82616 -3.32519 0.39307
21 H -2.13160 -2.27030 -0.59205
22 O -2.59662 -2.91171 -0.02268

Total charge: -1
F_max (hartree/bohr): 0.03704
2S+1: 1
HOMO (eV): -2.42
Electronic energy (eV): -10996.176
Orbital gap (Eh): 0.21765

=====

Below is a cluster of 2 separate species, C6H12N2O2S in total, with properties calculated with ωB97M-V/def2-TZVPD.

Positions of all 23 atoms, in Å:
1 C 2.10066 -2.54548 -0.10300
2 C -0.13212 -0.23831 0.43757
3 C -1.48220 -0.71940 0.16566
4 C -2.42600 -0.04757 1.23657
5 C -2.04191 -0.44461 -1.27095
6 C 1.91509 2.48525 -0.42425
7 N 1.04447 -2.48445 0.28388
8 N 0.61612 0.33296 -0.41042
9 O 2.38246 0.61906 1.42317
10 O 3.15705 -0.04227 -0.77605
11 S 2.20545 0.71029 0.02874
12 H 3.06284 -2.64603 -0.50354
13 H -1.59575 -1.83048 0.48817
14 H 0.18819 -0.35547 1.41368
15 H -3.47107 -0.41219 1.19027
16 H -2.54027 0.93972 1.01253
17 H -1.81566 -0.33199 2.20171
18 H -1.85143 0.56269 -1.80117
19 H -3.21899 -0.61749 -1.35374
20 H -1.59031 -1.29749 -1.81568
21 H 1.19227 2.79772 0.27125
22 H 2.82574 3.09589 -0.22456
23 H 1.47536 2.46966 -1.46987

F_max (hartree/bohr): 0.08142
SMILES string: CC(C)/C=N/S(C)(=O)=O.C#N
2S+1: 1
HOMO (eV): -10.12
Electronic energy (eV): -24324.039
Orbital gap (Eh): 0.39337